Entry 1:
# C15H26N2O2

C15H26N2O2 in the gas phase (ωB97M-V/def2-TZVPD, the OMol25 dataset).

Atoms and positions in Å:
C1 -0.05 -1.90 -6.36
C2 -0.04 -3.14 -5.49
C3 -0.03 -2.83 -3.99
C4 1.28 -2.17 -3.54
N1 1.30 -1.96 -2.11
C5 1.18 -0.74 -1.55
O1 1.15 0.29 -2.19
C6 1.08 -0.79 -0.02
C7 -0.27 -1.35 0.43
C8 -0.67 -0.48 1.63
O2 -1.59 -0.73 2.39
N2 0.15 0.58 1.67
C9 0.02 1.69 2.59
C10 -1.33 2.40 2.40
C11 -1.44 3.58 3.36
C12 -1.29 3.11 4.80
C13 0.04 2.40 5.00
C14 0.16 1.21 4.04
C15 1.12 0.61 0.60
H1 0.88 -1.34 -6.25
H2 -0.87 -1.25 -6.09
H3 -0.15 -2.17 -7.41
H4 0.82 -3.76 -5.73
H5 -0.94 -3.73 -5.71
H6 -0.17 -3.76 -3.43
H7 -0.86 -2.16 -3.75
H8 2.13 -2.80 -3.82
H9 1.39 -1.19 -3.99
H10 1.24 -2.78 -1.52
H11 1.89 -1.40 0.36
H12 -1.04 -1.22 -0.34
H13 -0.25 -2.40 0.71
H14 0.83 2.39 2.36
H15 -1.41 2.74 1.37
H16 -2.13 1.69 2.60
H17 -2.40 4.08 3.22
H18 -0.66 4.31 3.14
H19 -1.37 3.96 5.49
H20 -2.11 2.42 5.04
H21 0.13 2.04 6.03
H22 0.86 3.10 4.81
H23 1.12 0.72 4.17
H24 -0.63 0.49 4.25
H25 0.85 1.36 -0.16
H26 2.11 0.86 0.99

Results
LUMO: 0.0250 hartree
ΔE to the lowest compared entry with this formula, charge and spin: 0.103 eV
energy: -23053.9743 eV
SMILES: CCCCNC(=O)[C@@H]1CC(=O)N(C2CCCCC2)C1
maximum force: 0.691 eV/A
total charge: 0

Entry 2:
# C15H26N2O4P

2 unconnected molecules or ions with the total composition C15H26N2O4P at a distorted geometry (ωB97M-V/def2-TZVPD, the OMol25 dataset).

Atoms and positions in Å:
C1 -0.57 -2.57 -0.13
C2 -1.21 -1.77 1.15
O1 -1.19 -0.30 1.05
P1 -1.85 0.27 -0.45
C3 -0.67 1.26 -1.56
C4 0.86 1.46 -0.97
O2 1.58 0.18 -0.74
C5 0.95 2.51 0.29
N1 1.01 1.89 1.66
N2 -3.27 1.30 -0.02
C6 -4.17 1.55 -1.21
C7 -5.69 0.98 -1.45
O3 -3.66 2.34 -2.21
C8 -4.01 0.78 1.18
C9 -4.71 1.87 2.24
O4 -4.22 -0.52 1.48
H1 -1.43 -3.12 -0.74
H2 0.23 -3.35 0.29
H3 0.01 -1.90 -0.90
H4 -0.53 -2.05 2.09
H5 -2.26 -2.24 1.38
H6 -2.40 -0.81 -1.27
H7 -0.57 0.84 -2.67
H8 -1.11 2.37 -1.70
H9 1.46 1.98 -1.86
H10 1.22 -0.30 0.06
H11 0.11 3.35 0.21
H12 1.98 3.10 0.14
H13 1.64 1.05 1.71
H14 0.08 1.73 2.09
H15 -6.34 1.92 -1.80
H16 -5.80 0.18 -2.30
H17 -6.22 0.56 -0.50
H18 -4.27 2.95 2.10
H19 -5.86 1.87 1.95
H20 -4.66 1.48 3.37
C10 6.01 -1.10 0.95
C11 4.83 -0.63 0.39
C12 4.28 -1.26 -0.73
C13 4.91 -2.38 -1.27
C14 6.09 -2.85 -0.71
C15 6.65 -2.21 0.40
H21 6.44 -0.60 1.81
H22 4.33 0.24 0.82
H23 3.36 -0.89 -1.17
H24 4.48 -2.88 -2.14
H25 6.59 -3.73 -1.14
H26 7.57 -2.58 0.83

Results
LUMO: -0.1618 hartree
ΔE to the lowest compared entry with this formula, charge and spin: 4.536 eV
energy: -36422.6730 eV
maximum force: 8.786 eV/A
total charge: +1

Entry 3:
# C15H26N2O5

C15H26N2O5 in the gas phase (ωB97M-V/def2-TZVPD, the OMol25 dataset).

Atoms and positions in Å:
C1 -7.07 -0.34 -0.07
C2 -6.22 -1.58 0.15
O1 -4.92 -1.24 0.65
C3 -4.00 -0.86 -0.25
O2 -4.18 -0.84 -1.44
C4 -2.72 -0.45 0.45
C5 -1.50 -0.76 -0.42
C6 -0.23 -0.21 0.23
N1 -0.36 1.21 0.45
C7 0.29 2.21 -0.18
O3 0.04 3.38 0.02
C8 1.44 1.83 -1.13
N2 2.61 1.41 -0.40
C9 3.15 0.17 -0.50
O4 2.65 -0.72 -1.14
O5 4.27 0.11 0.24
C10 5.02 -1.13 0.32
C11 5.53 -1.53 -1.07
C12 4.17 -2.23 0.93
C13 6.20 -0.78 1.24
C14 -1.47 1.54 1.32
C15 -2.79 1.06 0.71
H1 -6.63 0.29 -0.83
H2 -8.07 -0.64 -0.39
H3 -7.15 0.22 0.86
H4 -6.10 -2.13 -0.80
H5 -6.65 -2.24 0.90
H6 -2.66 -0.98 1.40
H7 -1.64 -0.31 -1.40
H8 -1.40 -1.84 -0.55
H9 -0.08 -0.69 1.21
H10 0.63 -0.44 -0.39
H11 1.16 1.02 -1.81
H12 1.66 2.73 -1.71
H13 3.09 2.09 0.17
H14 6.16 -2.41 -0.98
H15 6.11 -0.72 -1.50
H16 4.69 -1.76 -1.72
H17 3.77 -1.91 1.90
H18 3.34 -2.47 0.28
H19 4.77 -3.12 1.08
H20 6.84 -1.65 1.36
H21 5.83 -0.47 2.21
H22 6.78 0.03 0.81
H23 -1.32 1.06 2.30
H24 -1.48 2.63 1.45
H25 -2.95 1.58 -0.24
H26 -3.61 1.29 1.38

Results
LUMO: 0.0259 hartree
ΔE to the lowest compared entry with this formula, charge and spin: 0.067 eV
energy: -29196.7833 eV
SMILES: CCOC(=O)C1CCN(C(=O)CNC(=O)OC(C)(C)C)CC1
maximum force: 0.653 eV/A
total charge: 0

Entry 4:
# C15H26N2O8

2 unconnected molecules or ions with the total composition C15H26N2O8 at a distorted geometry (ωB97M-V/def2-TZVPD, the OMol25 dataset).

Atoms and positions in Å:
C1 0.03 2.92 -1.98
C2 0.00 3.59 -0.60
C3 -1.35 3.45 0.12
C4 -1.77 1.97 0.25
C5 -2.55 1.67 1.54
C6 -2.82 0.14 1.65
C7 -1.53 -0.67 1.73
O1 -1.21 -1.34 0.76
O2 -0.77 -0.56 2.85
C8 -3.86 2.48 1.66
O3 -4.01 3.15 2.68
C9 -4.93 2.53 0.61
O4 -4.96 1.64 -0.23
O5 -5.82 3.56 0.66
H1 -0.07 1.84 -1.90
H2 -0.78 3.31 -2.61
H3 0.98 3.14 -2.47
H4 0.22 4.66 -0.72
H5 0.79 3.16 0.02
H6 -2.13 4.00 -0.42
H7 -1.26 3.90 1.11
H8 -2.34 1.68 -0.64
H9 -0.85 1.37 0.25
H10 -1.92 1.96 2.38
H11 -3.42 -0.07 2.53
H12 -3.39 -0.20 0.78
H13 -1.22 0.02 3.49
H14 -5.63 4.10 1.44
C10 1.21 -3.27 -3.97
N1 1.40 -2.99 -2.55
C11 2.59 -2.69 -1.99
O6 3.62 -2.65 -2.65
C12 2.62 -2.39 -0.48
C13 2.18 -0.95 -0.23
O7 0.90 -0.69 -0.77
N2 3.97 -2.61 0.06
C14 4.32 -2.93 1.31
C15 3.26 -3.12 2.37
O8 5.50 -3.07 1.60
H15 1.56 -2.42 -4.56
H16 0.15 -3.44 -4.18
H17 1.78 -4.15 -4.25
H18 0.59 -2.91 -1.96
H19 1.91 -3.07 0.01
H20 2.16 -0.74 0.84
H21 2.90 -0.27 -0.70
H22 0.20 -1.01 -0.16
H23 4.73 -2.54 -0.60
H24 3.75 -3.41 3.30
H25 2.57 -3.90 2.07
H26 2.72 -2.18 2.53

Results
LUMO: -0.0438 hartree
ΔE to the lowest compared entry with this formula, charge and spin: 0.310 eV
energy: -35338.1980 eV
SMILES: CCCC[C@H](CC(=O)O)C(=O)C(=O)O.CNC(=O)[C@H](CO)NC(C)=O
maximum force: 3.621 eV/A
total charge: 0

Entry 5:
# C15H26N2OS

A molecular structure, C15H26N2OS at a distorted geometry (ωB97M-V/def2-TZVPD, the OMol25 dataset).

Atoms and positions in Å:
C1 -0.45 2.34 -0.73
H1 -0.82 2.38 -1.89
H2 0.66 2.12 -0.88
H3 -0.63 3.34 -0.33
C2 -1.05 1.42 -0.16
N1 -0.86 0.04 -0.58
C3 0.32 -0.41 -0.63
S1 1.01 -1.57 -2.05
N2 1.53 -0.05 0.00
C4 1.39 -0.01 1.38
O1 0.54 -0.34 2.14
C5 2.99 0.18 1.97
H4 3.45 -0.40 1.50
C6 2.81 0.16 3.54
H5 1.91 0.01 3.81
C7 3.15 1.72 4.04
C8 3.95 2.27 2.75
H6 4.15 3.27 2.78
C9 3.35 1.47 1.41
H7 3.96 1.46 0.76
H8 2.59 2.29 1.23
H9 5.09 1.61 3.03
H10 3.71 1.63 4.92
H11 2.25 2.25 4.12
H12 3.77 -0.56 3.73
H13 2.30 -0.24 -0.45
C10 -2.07 -0.53 -1.28
C11 -2.02 -0.64 -2.81
C12 -3.41 -1.03 -3.17
C13 -3.57 -2.54 -2.93
C14 -3.33 -2.85 -1.49
C15 -1.99 -2.13 -1.00
H14 -2.03 -2.36 0.16
H15 -1.27 -2.60 -1.39
H16 -3.46 -3.74 -1.19
H17 -4.20 -2.46 -0.94
H18 -4.35 -2.93 -3.48
H19 -2.83 -3.16 -3.23
H20 -4.21 -0.56 -2.84
H21 -3.35 -1.03 -4.23
H22 -2.20 0.59 -2.93
H23 -1.25 -1.05 -2.98
H24 -2.83 -0.15 -0.73
H25 -0.75 1.35 1.07
H26 -1.98 1.42 0.02

Results
LUMO: 0.0159 hartree
ΔE to the lowest compared entry with this formula, charge and spin: 16.383 eV
energy: -31824.6704 eV
maximum force: 19.835 eV/A
total charge: 0

The lowest ΔE to the lowest compared entry with this formula, charge and spin belongs to which entry? C15H26N2O5